The following is a quantum chemistry calculation of C48H43ClCrN8O3PS as an isolated structure, from the Open Molecules 2025 dataset.

Geometry as XYZ:
```
106
Properties=species:S:1:pos:R:3:forces:R:3:mulliken_spin:R:1
Cr 0.2346 -0.2988 -0.1290 3.0467 -0.9678 0.1719 3.25
C 1.5753 2.2400 -3.3135 -0.1422 -0.0080 0.0331 0.00
C 1.4318 1.1016 -2.5326 0.1264 -0.3239 -0.0772 0.04
N 0.3983 0.9538 -1.7013 -0.1122 1.0615 -1.0002 -0.15
C -0.5268 1.9463 -1.6925 0.6501 0.1220 -0.7412 -0.02
C -0.3777 3.0566 -2.5292 -0.3893 -0.4917 0.5220 0.00
N 0.6663 3.2038 -3.3128 0.3613 0.1131 -0.3027 0.02
C -1.5816 1.7680 -0.7115 -0.5464 -0.0734 0.3638 0.05
C -2.7881 2.4452 -0.6549 0.2747 -0.2222 0.1593 -0.01
C -3.6815 2.1983 0.3966 0.4411 -0.3023 0.0439 0.00
C -3.2600 1.3096 1.3948 0.4391 0.0254 -0.0967 -0.01
C -2.0709 0.6114 1.2406 -0.2594 0.5857 -0.5649 0.04
N -1.2720 0.8064 0.1756 -1.8718 1.4398 0.4639 -0.12
C -1.5260 -0.4047 2.1200 0.2763 -0.6994 0.5204 0.04
C -2.0520 -0.7850 3.3592 0.0095 0.4195 -0.6554 0.00
N -1.4472 -1.6550 4.1354 0.1849 -0.2830 0.2770 0.01
C -0.2982 -2.1616 3.7096 -0.1022 0.0401 0.0139 0.00
C 0.2293 -1.8350 2.4692 0.2319 -0.0952 -0.2066 0.03
N -0.3874 -0.9785 1.6536 -0.7018 -0.2876 1.4755 -0.08
C -5.0268 2.7884 0.4238 -0.6511 0.2636 0.0654 0.01
C -5.3894 3.8711 -0.3833 0.1153 -0.1630 0.1305 0.01
C -6.6962 4.3385 -0.3402 0.5139 -0.0202 -0.1388 0.00
N -7.6129 3.8126 0.4427 -0.9126 0.3445 -0.0145 0.01
C -7.2974 2.7976 1.2172 0.3714 -0.2957 0.1426 0.00
C -6.0260 2.2453 1.2398 0.1619 0.0975 -0.0955 0.01
H 2.4381 2.3825 -3.9489 0.0518 -0.1155 -0.0358 0.00
H 2.1430 0.2853 -2.5794 0.0117 0.0900 0.1249 0.00
H -1.1022 3.8556 -2.5413 -0.1715 0.0668 0.0960 0.00
H -3.0412 3.1344 -1.4396 -0.0344 0.1309 -0.1303 0.00
H -3.8638 1.1381 2.2697 -0.0499 -0.0371 0.0480 0.00
H -2.9750 -0.3667 3.7311 -0.1154 0.1127 -0.0379 0.00
H 0.1997 -2.8458 4.3805 0.1558 -0.0895 -0.0689 0.00
H 1.1541 -2.2627 2.1061 0.0338 -0.0514 -0.0024 0.00
H -4.6808 4.3689 -1.0246 0.0994 0.0585 -0.0758 0.00
H -7.0135 5.1659 -0.9583 0.0604 0.1046 -0.0752 0.00
H -8.0867 2.4067 1.8432 -0.0367 -0.0939 0.0791 0.00
H -5.8416 1.3994 1.8809 0.0221 -0.1237 0.0738 0.00
C 5.0451 4.8391 0.4269 -0.0427 0.0266 -0.0332 0.00
C 4.8123 4.3864 1.8376 -0.1436 -0.7065 0.0023 0.00
C 5.0174 5.3025 2.8591 -0.0306 -0.1242 0.5131 0.00
C 4.9200 4.9447 4.1976 -0.1261 -0.5482 -0.4348 0.00
Cl 5.1909 6.1189 5.4152 0.0571 0.2584 0.2874 0.00
C 4.6311 3.6265 4.5471 0.1308 0.4876 -0.0178 0.00
C 4.4076 2.7078 3.5473 -0.1217 0.0625 -0.6748 0.00
C 4.4584 3.0721 2.1966 0.0805 0.6782 0.8995 0.00
O 4.2547 2.0328 1.3194 0.3101 -0.4539 -0.4846 0.00
C 3.4308 2.2051 0.1911 -0.7283 0.0313 0.0980 -0.01
C 1.9390 1.8674 0.4816 1.0889 1.8396 -0.3020 0.03
O 1.0708 2.6939 0.2721 -0.0643 0.3064 0.0001 0.00
O 1.7126 0.6709 0.8623 -1.0327 -1.6043 0.2523 -0.03
H 5.7046 5.7020 0.4306 0.0651 0.0382 -0.0471 0.00
H 4.1142 5.1486 -0.0502 -0.0056 0.0102 -0.1157 0.00
H 5.5129 4.0579 -0.1685 0.0166 -0.0196 -0.1040 0.00
H 5.2929 6.3140 2.6057 0.0265 0.1363 -0.0105 0.00
H 4.5879 3.3316 5.5829 0.0066 0.0217 0.1209 0.00
H 4.1946 1.6761 3.7872 -0.0733 -0.0734 0.0370 0.00
H 3.7866 1.4861 -0.5588 -0.0455 0.1233 0.0388 0.00
H 3.4520 3.2117 -0.2232 0.0604 -0.1263 0.0913 0.00
C -5.1591 -2.4165 0.9896 -0.0209 0.0136 -0.0196 0.00
C -4.2886 -3.4930 1.0179 -0.0477 -0.0628 0.1008 0.00
C -3.0697 -3.4321 0.3605 0.1202 -0.0030 -0.0042 0.00
C -2.7154 -2.2832 -0.3375 0.0890 0.1884 0.1726 0.00
C -3.6227 -1.2251 -0.4094 0.0822 -0.1862 -0.1100 -0.01
C -4.8311 -1.2867 0.2566 -0.0400 0.0103 -0.0442 0.00
P -1.1463 -2.0131 -1.2378 -0.7802 -0.9857 -0.5475 -0.12
C -0.2594 -3.6013 -1.2553 -0.0060 0.0865 0.0506 -0.01
C 0.2635 -4.1297 -2.4343 -0.2130 0.1307 0.0844 0.00
C 1.0399 -5.2760 -2.3902 0.0933 -0.0376 -0.0095 0.00
C 1.2950 -5.9046 -1.1816 -0.0283 0.0272 -0.1128 0.00
C 0.7850 -5.3775 -0.0053 0.0069 0.0278 0.0896 0.00
C 0.0369 -4.2169 -0.0386 -0.1361 0.0380 -0.1580 0.03
C -1.8753 -1.8655 -2.9024 0.2868 0.3041 0.0434 0.02
C -1.8218 -0.6750 -3.6161 0.1718 -0.0890 0.0707 0.00
C -2.4888 -0.5536 -4.8243 -0.0674 0.0108 -0.0740 0.00
C -3.2048 -1.6282 -5.3250 0.0832 0.1546 -0.0342 0.00
C -3.2590 -2.8209 -4.6170 -0.0307 -0.0699 0.0095 0.00
C -2.6097 -2.9413 -3.4035 0.1102 0.0767 0.0366 0.00
H -6.1022 -2.4663 1.5114 -0.0977 -0.0367 0.0447 0.00
H -4.5623 -4.3901 1.5523 -0.0071 -0.0822 0.0372 0.00
H -2.4190 -4.2932 0.3731 0.0363 -0.0351 0.0329 0.00
H -3.3840 -0.3644 -1.0237 -0.0638 0.0708 -0.0007 -0.01
H -5.5186 -0.4560 0.1954 -0.1132 0.0522 -0.0424 0.00
H 0.0641 -3.6519 -3.3842 0.0065 0.0093 -0.0157 0.00
H 1.4516 -5.6783 -3.3043 -0.0190 -0.0388 -0.0637 0.00
H 1.8861 -6.8066 -1.1581 0.0556 -0.1011 0.0078 0.00
H 0.9712 -5.8739 0.9343 0.0511 -0.0332 0.1161 0.00
H -0.3253 -3.7771 0.8800 -0.0334 -0.1124 0.0819 0.00
H -1.2391 0.1509 -3.2385 -0.0591 0.0176 -0.0585 0.02
H -2.4434 0.3781 -5.3698 -0.0050 0.0202 -0.0686 0.00
H -3.7110 -1.5372 -6.2737 -0.0756 -0.0175 -0.0649 0.00
H -3.8138 -3.6569 -5.0148 -0.0489 -0.0748 -0.0109 0.00
H -2.6591 -3.8646 -2.8443 -0.0682 -0.1031 0.0126 0.00
C 6.0032 -2.6071 -0.4143 0.4617 -0.0752 0.1516 0.00
N 4.5708 -2.4974 -0.5982 -0.2472 -0.1393 -0.1495 0.00
C 3.6440 -1.7812 0.0283 -0.3158 0.4159 0.2544 0.02
S 2.1235 -1.7655 -0.8061 -0.5169 -0.1794 -0.4583 -0.05
N 3.7552 -1.1653 1.1924 -0.0522 0.0714 -0.1312 0.00
C 4.8446 -1.2033 2.1452 0.3858 0.0252 0.1312 0.00
H 6.4832 -2.5067 -1.3881 -0.0281 0.0147 0.0671 0.00
H 6.2667 -3.5836 -0.0018 0.0179 0.1109 0.0418 0.00
H 6.3810 -1.8232 0.2313 0.0233 0.0170 -0.0547 0.00
H 4.2159 -2.9804 -1.4144 -0.0584 0.1079 0.1523 0.00
H 3.0312 -0.4607 1.3742 0.1023 -0.1797 -0.2698 0.01
H 5.5157 -0.3550 1.9989 0.0350 -0.0669 0.0477 0.00
H 5.3919 -2.1375 2.0690 -0.0093 -0.0058 0.0732 0.00
H 4.4237 -1.1405 3.1469 -0.0008 0.0186 -0.0092 0.00
```
Forces are in eV/Å.

The calculation puts the HOMO energy (spin up / spin down) at -11.941 / -11.941 eV. Its expectation value of S² is 3.792. The HOMO-LUMO gap (spin up / spin down) is 5.43 / 5.03 eV. The energy above the lowest of the compared OMol25 structures with the same formula, charge and spin is 0.553 eV. Its total charge is +2. Its LUMO energy (spin up / spin down) is -6.51 / -6.91 eV. The spin multiplicity is 4.